{"formula": "C5H10EuO3", "method": "ωB97M-V/def2-TZVPD", "elements": ["O", "C", "C", "O", "C", "C", "O", "C", "Eu", "H", "H", "H", "H", "H", "H", "H", "H", "H", "H"], "xyz": [[-1.907754, -1.985779, -0.764800], [-2.607122, -1.570445, 0.216527], [-1.952794, -0.723588, 1.193646], [-0.861151, -0.152743, 0.632024], [-0.425890, 1.207160, 0.641375], [1.034937, 1.159391, 0.258402], [1.178620, 0.231046, -0.815706], [2.429022, 0.323284, -1.496860], [0.077981, -1.783653, -0.831815], [-3.622003, -1.935220, 0.415571], [-2.587603, 0.059458, 1.627424], [-0.563785, 1.634372, 1.641432], [-1.021791, 1.710827, -0.130881], [1.662732, 0.836126, 1.101872], [1.357868, 2.159371, -0.062285], [2.444596, -0.471544, -2.249492], [2.505399, 1.301763, -1.988470], [3.254979, 0.201643, -0.782385], [-0.396243, -2.201470, 1.394421]], "forces_ev_per_angstrom": [[-4.7, -0.4, -0.5], [0.8, 0.6, 2.3], [-2.8, 0.3, -1.8], [2.7, 0.5, -0.8], [-0.9, -0.4, 0.0], [0.2, 0.5, 0.4], [0.4, 1.1, -0.1], [0.3, 0.4, 0.1], [4.0, -1.6, -0.5], [0.3, -0.1, -0.2], [0.0, -0.8, 0.9], [0.0, 0.2, -0.3], [0.2, 0.4, 0.3], [-0.1, 0.0, -0.2], [0.0, -0.2, 0.1], [0.1, 0.2, 0.1], [0.1, -0.3, 0.0], [-0.1, 0.0, -0.3], [-0.4, -0.3, 0.4]], "homo_lumo_gap_ev": [7.82, 6.58], "total_charge": 1, "multiplicity": 9}

{"formula": "C5H13N2O2P", "method": "ωB97M-V/def2-TZVPD", "elements": ["C", "C", "C", "C", "C", "N", "N", "O", "O", "P", "H", "H", "H", "H", "H", "H", "H", "H", "H", "H", "H", "H", "H"], "xyz": [[2.392921, -0.926502, 1.011634], [1.914724, 0.509267, 1.208834], [1.502376, -1.641307, 0.002250], [-1.847207, -0.231219, -2.011567], [-2.051202, 1.803310, -0.781173], [0.562988, 0.468341, 1.733216], [-1.170603, 0.790918, -1.276514], [-1.820327, -0.671531, 1.634976], [0.176355, -1.744389, 0.481337], [-0.592794, -0.408805, 0.898564], [3.425002, -0.933083, 0.660216], [2.336643, -1.454196, 1.965310], [2.546609, 1.017664, 1.943336], [1.974857, 1.057731, 0.259321], [1.510453, -1.105761, -0.953585], [1.841810, -2.668079, -0.157803], [-2.260578, 0.213151, -2.923812], [-1.131046, -1.003313, -2.295764], [-2.676032, -0.696683, -1.457786], [-2.407214, 2.400966, -1.629665], [-2.930567, 1.401879, -0.257057], [-1.503588, 2.463054, -0.107573], [0.206418, 1.358586, 2.053306]], "forces_ev_per_angstrom": [[-0.2, 0.1, -0.1], [0.7, -0.1, -0.1], [1.1, -0.1, -0.3], [-0.2, -0.4, 0.1], [-0.3, 0.0, 0.3], [-0.9, -0.1, -0.4], [1.9, -1.4, 2.7], [-0.5, 0.2, 0.1], [-0.8, 0.5, 0.1], [-0.3, 0.9, -1.9], [0.0, 0.0, 0.0], [0.1, 0.0, 0.0], [-0.1, 0.0, -0.1], [0.0, 0.0, 0.1], [0.0, -0.1, 0.0], [-0.1, 0.2, -0.1], [0.0, 0.0, -0.1], [-0.1, 0.0, -0.1], [0.0, 0.0, -0.1], [0.0, 0.0, 0.0], [0.0, 0.1, 0.0], [-0.1, 0.1, 0.0], [0.0, 0.0, 0.1]], "homo_lumo_gap_ev": [8.18, 8.17], "multiplicity": 1}

{"formula": "C9H24N4OTc", "method": "ωB97M-V/def2-TZVPD", "elements": ["Tc", "N", "C", "C", "N", "H", "H", "H", "H", "H", "H", "H", "H", "C", "C", "N", "C", "C", "N", "C", "C", "H", "H", "H", "H", "H", "H", "H", "H", "H", "H", "H", "H", "H", "C", "O", "H", "H", "H"], "xyz": [[-0.779960, 0.164473, 1.431568], [-2.493260, -0.507121, 0.349160], [-2.793674, -1.953527, 0.512928], [-2.590476, -2.295396, 1.976075], [-1.284442, -1.755799, 2.396690], [-3.260621, -0.001487, 0.820906], [-2.661586, -0.279697, -0.638877], [-2.120624, -2.527989, -0.135495], [-3.819587, -2.203593, 0.213530], [-2.658368, -3.384443, 2.138384], [-3.379603, -1.844661, 2.593711], [-0.544737, -2.439430, 2.165237], [-1.280319, -1.698345, 3.424250], [0.575569, 0.692452, -3.086330], [-0.325839, 0.466405, -1.841623], [0.493177, 0.349426, -0.627005], [1.426258, -0.772386, -0.795103], [2.373923, -0.507207, -2.003143], [1.976541, 0.768564, -2.633724], [2.138675, 1.886021, -1.681414], [1.257799, 1.590202, -0.430904], [0.295091, 1.610918, -3.605354], [0.462614, -0.121141, -3.805805], [-0.887602, -0.456679, -1.987910], [-1.019217, 1.304596, -1.740393], [0.863705, -1.691354, -0.972975], [2.024836, -0.900301, 0.110387], [2.309267, -1.322542, -2.730400], [3.418848, -0.461237, -1.683256], [2.585381, 0.937306, -3.450817], [1.842074, 2.826116, -2.156377], [3.190715, 1.987100, -1.396442], [0.572625, 2.431440, -0.268036], [1.902505, 1.485494, 0.447396], [0.434801, 1.741349, 3.818829], [0.093158, 1.028487, 2.757299], [0.286330, 1.175589, 4.768542], [-0.141823, 2.688017, 3.917482], [1.517846, 1.990383, 3.829008]], "forces_ev_per_angstrom": [[1.5, 0.2, 1.0], [-0.5, 0.9, 0.0], [0.1, -1.4, 0.3], [-1.3, -0.3, -0.4], [1.3, 0.3, -0.2], [-0.1, 0.1, 0.0], [0.3, 0.2, 0.1], [-0.1, 0.1, 0.1], [0.1, 0.3, -0.1], [0.2, 0.3, 0.0], [0.2, 0.0, -0.1], [-0.2, 0.3, 0.2], [0.2, 0.2, -0.1], [-0.9, 0.0, -0.5], [-0.6, 0.1, -0.7], [-1.1, -0.3, 1.6], [0.7, -0.8, 0.0], [0.4, -0.9, 0.4], [0.6, 0.1, -0.6], [0.2, 0.8, 0.6], [0.5, 0.9, 0.2], [0.2, 0.0, 0.1], [0.2, 0.0, 0.1], [0.0, 0.0, 0.1], [0.0, 0.0, 0.1], [0.0, 0.1, 0.1], [-0.1, 0.1, -0.1], [-0.1, 0.2, 0.0], [-0.1, 0.2, -0.1], [-0.1, 0.0, 0.1], [0.0, -0.2, -0.1], [-0.1, -0.2, -0.1], [0.1, -0.2, 0.0], [-0.1, 0.0, -0.1], [0.9, 2.1, 4.0], [-2.0, -3.0, -4.5], [-0.2, 0.0, -0.5], [0.2, -0.3, -0.3], [-0.3, 0.0, -0.5]], "homo_lumo_gap_ev": [7.03, 7.71], "total_charge": 4, "multiplicity": 2}

{"formula": "C6H12O3", "method": "ωB97M-V/def2-TZVPD", "elements": ["C", "O", "C", "C", "O", "C", "C", "C", "O", "H", "H", "H", "H", "H", "H", "H", "H", "H", "H", "H", "H"], "xyz": [[-1.888357, 0.948813, -1.773597], [-0.565896, 0.490696, -1.412176], [-0.457444, -0.948356, -1.501339], [-0.841847, -1.521807, -0.036113], [0.382309, -1.609203, 0.716252], [0.588255, -0.475978, 1.574293], [2.060934, 0.166352, 1.367895], [1.852793, 1.749499, 1.325567], [2.268171, 2.419516, 0.371399], [-1.810715, 1.398609, -2.824444], [-2.163037, 1.763648, -1.019817], [-2.661707, 0.116211, -1.809241], [-1.181635, -1.419407, -2.238450], [0.612610, -1.270823, -1.739411], [-1.364045, -2.539275, -0.121072], [-1.613435, -0.809964, 0.389332], [-0.165976, 0.369199, 1.413486], [0.447722, -0.797392, 2.667886], [2.799083, -0.169434, 2.159034], [2.429198, -0.118466, 0.324661], [1.273020, 2.257561, 2.165854]], "forces_ev_per_angstrom": [[0.2, 0.8, -0.4], [-0.7, -1.2, -0.8], [-0.5, -0.9, 1.4], [-0.1, -0.2, -1.7], [-1.2, 1.1, 0.5], [0.6, 0.7, 1.2], [-1.0, 0.4, -0.6], [1.3, 0.1, -1.8], [-1.1, -1.5, 2.5], [-0.3, -0.5, 1.4], [0.1, -1.2, -1.1], [0.9, 1.0, 0.3], [0.9, 0.8, 0.5], [-1.5, 0.7, 0.3], [1.1, 1.2, 0.3], [1.0, -0.7, -0.2], [0.8, -1.3, -0.1], [0.3, 0.3, -1.5], [-0.9, 0.5, -0.9], [-0.4, 0.4, 1.5], [0.5, -0.6, -0.7]], "smiles": "COCCOCCC=O", "homo_lumo_gap_ev": 10.20, "multiplicity": 1}

{"formula": "C2H6N2O", "method": "ωB97M-V/def2-TZVPD", "elements": ["C", "N", "C", "N", "O", "H", "H", "H", "H", "H", "H"], "xyz": [[1.350208, -0.176316, 0.937680], [0.478828, -0.159196, -0.211579], [-0.833521, 0.199787, -0.044628], [-1.578636, 0.159556, -1.197118], [-1.286784, 0.523089, 1.034849], [0.851510, -0.640519, 1.781409], [1.637120, 0.834564, 1.252604], [2.252446, -0.753033, 0.729068], [0.894295, -0.183880, -1.123407], [-1.266817, -0.367578, -1.989535], [-2.498652, 0.563522, -1.169343]], "forces_ev_per_angstrom": [[0.3, 0.2, 0.3], [0.0, -0.3, 0.2], [0.2, 0.0, -0.2], [0.0, 0.2, 0.1], [-0.1, 0.1, 0.1], [-0.2, -0.1, 0.0], [0.0, -0.1, -0.1], [-0.1, 0.1, -0.1], [-0.1, 0.1, -0.1], [-0.1, 0.1, -0.1], [0.1, -0.2, 0.0]], "smiles": "CNC(N)=O", "homo_lumo_gap_ev": 10.41, "multiplicity": 1}

Results for energy above the lowest of the compared OMol25 structures with the same formula, charge and spin: 53.8, 231.3, 75.6, 356.6, 3.9 (in kJ/mol, following the order of the records).